{
  "formula": "C6H5N",
  "method": "wB97M-V/def2-TZVPD",
  "elements": ["C", "C", "C", "N", "C", "C", "C", "H", "H", "H", "H", "H"],
  "xyz": [[-1.774, 0.839, 1.258], [-1.174, 0.047, 0.572], [-0.502, -0.959, -0.226], [0.631, -1.709, 0.338], [0.901, -0.762, -0.725], [1.395, 0.581, -0.538], [1.193, 1.766, -0.583], [-2.315, 1.520, 1.878], [-1.171, -1.537, -0.858], [0.886, -1.310, 1.238], [1.161, -1.208, -1.680], [0.768, 2.732, -0.675]],
  "e_above_lowest_kcal_mol": 96.0,
  "smiles": "C#C[C@@H]1N[C@@H]1C#C",
  "homo_ev": -9.27,
  "e_tot_ev": -7787.6307,
  "orbital_gap_ev": 10.27
}


{
  "formula": "C6H5N",
  "method": "wB97M-V/def2-TZVPD",
  "elements": ["C", "C", "C", "N", "C", "C", "C", "H", "H", "H", "H", "H"],
  "xyz": [[2.138, -0.772, 0.979], [1.482, -0.029, 0.295], [0.709, 0.883, -0.518], [-0.355, 1.687, 0.083], [-0.732, 0.592, -0.810], [-1.353, -0.604, -0.284], [-1.894, -1.591, 0.143], [2.713, -1.437, 1.586], [1.274, 1.411, -1.283], [-0.493, 1.404, 1.051], [-1.123, 0.926, -1.769], [-2.366, -2.468, 0.527]],
  "e_above_lowest_kcal_mol": 83.4,
  "smiles": "C#C[C@@H]1N[C@@H]1C#C",
  "homo_ev": -9.35,
  "e_tot_ev": -7788.1769,
  "orbital_gap_ev": 10.44
}


{
  "formula": "C6H5N3",
  "method": "wB97M-V/def2-TZVPD",
  "elements": ["H", "N", "C", "C", "C", "C", "C", "N", "C", "N", "H", "H", "H", "H"],
  "xyz": [[-0.450, -2.347, 0.113], [-1.338, -2.197, 0.597], [-1.443, -1.107, 1.190], [-0.421, 0.015, 1.331], [0.348, 0.256, 0.084], [1.144, -0.700, -0.552], [1.654, -0.259, -1.652], [1.656, 0.820, -2.333], [0.867, 1.691, -1.639], [0.256, 1.445, -0.520], [-2.377, -0.927, 1.715], [0.260, -0.293, 2.132], [-0.914, 0.940, 1.621], [0.758, 2.664, -2.087]],
  "e_above_lowest_kcal_mol": 97.4,
  "smiles": "[H]/N=C\\CC1=C=C=NC=N1",
  "homo_ev": [-9.57, -9.57],
  "e_tot_ev": -10769.0008,
  "orbital_gap_ev": [8.63, 8.63]
}


{
  "formula": "C6H5N3O3",
  "method": "wB97M-V/def2-TZVPD",
  "elements": ["C", "C", "C", "C", "C", "C", "N", "N", "N", "O", "O", "O", "H", "H", "H", "H", "H"],
  "xyz": [[0.869, -0.059, -1.558], [0.950, -1.400, -1.451], [0.091, 0.787, -0.694], [0.015, -1.968, 0.636], [-0.254, -1.919, 1.899], [-1.799, 0.360, 0.836], [0.303, -2.164, -0.531], [-0.992, 0.292, -0.038], [0.401, 2.056, -0.580], [-0.417, 2.807, 0.281], [1.335, 2.658, -1.118], [-2.665, 0.281, 1.596], [1.433, 0.455, -2.320], [1.517, -1.977, -2.169], [0.337, -2.484, 2.597], [-1.108, -1.420, 2.305], [-0.016, 3.696, 0.312]],
  "e_above_lowest_kcal_mol": 77.4,
  "s2": 2.0223,
  "spin_multiplicity": 3,
  "homo_ev": [-6.12, -8.88],
  "e_tot_ev": -16908.1184,
  "orbital_gap_ev": [6.65, 6.62]
}


{
  "formula": "C6H5NO",
  "method": "wB97M-V/def2-TZVPD",
  "elements": ["C", "C", "C", "C", "C", "C", "H", "H", "H", "H", "H", "N", "O"],
  "xyz": [[-1.545, -0.330, 0.773], [-0.775, -1.510, 1.311], [0.510, -1.386, 0.762], [0.688, -0.340, -0.083], [0.934, 1.538, -0.977], [-0.627, 0.111, -0.341], [-2.708, -0.715, 0.584], [-1.647, 0.782, 1.518], [-1.499, -2.490, 1.444], [1.269, -2.208, 0.977], [1.145, 2.263, -1.587], [1.660, 0.417, -0.763], [-0.411, 1.368, -0.783]],
  "e_above_lowest_kcal_mol": 77.5,
  "homo_ev": -8.49,
  "e_tot_ev": -9835.8468,
  "orbital_gap_ev": 8.53
}


{
  "formula": "C6H5NO2",
  "method": "wB97M-V/def2-TZVPD",
  "elements": ["N", "C", "C", "O", "C", "C", "C", "C", "O", "H", "H", "H", "H", "H"],
  "xyz": [[2.772, -0.203, -0.631], [1.775, 0.111, -0.101], [0.570, 0.470, 0.698], [0.021, -0.667, 1.306], [-0.976, -1.189, 0.488], [-0.724, -1.395, -0.937], [-1.433, -0.139, -0.498], [-0.569, 1.032, -0.131], [-0.896, 2.182, -0.256], [0.867, 1.205, 1.435], [-1.643, -1.787, 1.027], [-1.340, -2.194, -1.357], [0.300, -1.370, -1.383], [-2.453, 0.118, -0.806]],
  "e_above_lowest_kcal_mol": 63.5,
  "smiles": "N#C[C@@H]1O[C@@H]2C[C@@H]2C1=O",
  "homo_ev": -10.09,
  "e_tot_ev": -11885.7896,
  "orbital_gap_ev": 10.57
}


{
  "formula": "C6H5NO2",
  "method": "wB97M-V/def2-TZVPD",
  "elements": ["O", "N", "C", "C", "C", "C", "O", "C", "C", "H", "H", "H", "H", "H"],
  "xyz": [[3.437, -0.308, 0.552], [2.751, 0.180, -0.364], [1.380, 0.043, -0.118], [0.580, 1.260, -0.123], [-0.828, 1.149, 0.063], [-1.439, -0.096, 0.036], [-2.831, -0.324, 0.170], [-0.661, -1.252, -0.061], [0.732, -1.196, -0.122], [1.288, 2.150, 0.021], [-1.609, 2.039, 0.138], [-3.058, 0.745, 0.239], [-1.160, -2.310, 0.022], [1.417, -2.079, -0.453]],
  "e_above_lowest_kcal_mol": 106.0,
  "smiles": "O=Nc1ccc(O)cc1",
  "homo_ev": -9.14,
  "e_tot_ev": -11883.9461,
  "orbital_gap_ev": 8.47
}


{
  "formula": "C6H5NO3S",
  "method": "wB97M-V/def2-TZVPD",
  "elements": ["C", "C", "C", "C", "C", "C", "N", "O", "O", "O", "S", "H", "H", "H", "H", "H"],
  "xyz": [[-0.352, 1.188, 0.021], [-0.721, 0.202, -0.993], [0.605, 0.943, 0.903], [-0.123, -1.005, -0.992], [1.308, -0.335, 0.887], [0.905, -1.413, -0.115], [2.357, -0.404, 1.652], [4.581, 1.140, -0.047], [2.825, -0.062, -1.287], [1.563, -2.400, -0.223], [3.840, -0.049, -0.250], [-0.638, 2.229, -0.130], [-1.613, 0.316, -1.511], [0.845, 1.581, 1.692], [-0.327, -1.917, -1.699], [2.658, -1.390, 1.865]],
  "e_above_lowest_kcal_mol": 33.0,
  "homo_ev": -9.54,
  "e_tot_ev": -24767.9177,
  "orbital_gap_ev": 7.48
}


{
  "formula": "C6H5NS3",
  "method": "wB97M-V/def2-TZVPD",
  "elements": ["C", "C", "C", "C", "C", "C", "N", "S", "S", "S", "H", "H", "H", "H", "H"],
  "xyz": [[0.425, 0.743, -1.062], [1.270, -0.377, -0.866], [-0.144, 1.393, 0.054], [1.396, -1.095, 0.305], [1.870, -2.397, 0.317], [-2.315, 0.001, 2.021], [-0.013, 1.033, 1.355], [2.309, -3.230, -0.981], [-1.675, -1.348, 2.342], [0.812, -0.326, 1.815], [0.170, 1.025, -2.071], [1.775, -0.996, -1.587], [-0.813, 2.204, -0.088], [1.896, -2.810, 1.382], [-3.272, 0.364, 2.082]],
  "e_above_lowest_kcal_mol": 102.3,
  "homo_ev": [-7.19, -7.33],
  "e_tot_ev": -40293.3115,
  "orbital_gap_ev": [6.14, 5.98]
}


{
  "formula": "C6H6",
  "method": "wB97M-V/def2-TZVPD",
  "elements": ["C", "C", "C", "C", "C", "C", "H", "H", "H", "H", "H", "H"],
  "xyz": [[-1.222, 2.066, 0.264], [-0.820, 0.931, 0.291], [-0.307, -0.457, 0.277], [0.989, -0.611, 1.075], [-0.081, -0.779, -1.122], [0.110, -0.855, -2.319], [-1.586, 3.072, 0.236], [-1.087, -1.121, 0.661], [1.756, 0.062, 0.680], [0.808, -0.381, 2.125], [1.349, -1.639, 0.976], [-0.052, 0.065, -2.838]],
  "e_above_lowest_kcal_mol": 114.2,
  "smiles": "C#CC(C)C#C",
  "homo_ev": -10.16,
  "e_tot_ev": -6314.2468,
  "orbital_gap_ev": 11.02
}


{
  "formula": "C6H6",
  "method": "wB97M-V/def2-TZVPD",
  "elements": ["C", "C", "C", "C", "C", "C", "H", "H", "H", "H", "H", "H"],
  "xyz": [[-2.019, 2.310, 0.342], [-1.356, 1.326, 0.542], [-0.542, 0.142, 0.811], [0.716, 0.089, -0.010], [1.284, -1.065, -0.253], [1.509, -2.082, -1.030], [-2.614, 3.179, 0.178], [-1.135, -0.766, 0.639], [-0.255, 0.135, 1.867], [1.164, 0.994, -0.408], [1.027, -1.342, -1.740], [2.221, -2.921, -0.938]],
  "e_above_lowest_kcal_mol": 126.3,
  "smiles": "C#CCC=C=C",
  "homo_ev": -8.90,
  "e_tot_ev": -6313.7240,
  "orbital_gap_ev": 9.70
}


{
  "formula": "C6H6",
  "method": "wB97M-V/def2-TZVPD",
  "elements": ["C", "C", "C", "C", "C", "C", "H", "H", "H", "H", "H", "H"],
  "xyz": [[0.934, -0.303, 1.741], [0.030, -0.478, 0.583], [-0.300, 0.484, -0.338], [-0.078, 1.850, 0.037], [-0.815, -0.027, -1.591], [-1.077, -0.581, -2.630], [1.291, 0.726, 1.792], [0.466, -0.606, 2.683], [1.775, -0.992, 1.576], [-0.344, -1.488, 0.402], [-0.587, 2.495, -0.708], [-1.295, -1.080, -3.547]],
  "e_above_lowest_kcal_mol": 141.5,
  "homo_ev": -8.55,
  "e_tot_ev": -6313.0660,
  "orbital_gap_ev": 7.59
}


{
  "formula": "C6H6",
  "method": "wB97M-V/def2-TZVPD",
  "elements": ["C", "C", "C", "C", "C", "C", "H", "H", "H", "H", "H", "H"],
  "xyz": [[-2.785, 1.889, 1.740], [-1.894, 1.606, 0.977], [-0.799, 1.165, 0.262], [0.219, 0.645, -0.130], [1.382, -0.199, -0.397], [0.942, -1.533, -1.009], [-3.524, 2.090, 2.481], [2.121, 0.308, -1.026], [1.862, -0.375, 0.575], [1.796, -2.205, -1.133], [0.209, -2.018, -0.357], [0.473, -1.374, -1.983]],
  "e_above_lowest_kcal_mol": 83.1,
  "smiles": "C#CC#CCC",
  "homo_ev": -9.25,
  "e_tot_ev": -6315.5958,
  "orbital_gap_ev": 10.23
}


{
  "formula": "C6H6",
  "method": "wB97M-V/def2-TZVPD",
  "elements": ["C", "C", "C", "C", "C", "C", "H", "H", "H", "H", "H", "H"],
  "xyz": [[-1.631, 0.488, 0.407], [-0.664, -0.292, -0.465], [0.181, 0.357, -1.355], [1.398, 0.613, -1.500], [2.177, 0.143, -0.512], [2.048, -0.519, 0.556], [-1.896, -0.099, 1.292], [-1.186, 1.430, 0.740], [-2.560, 0.718, -0.128], [-1.035, -1.268, -0.790], [0.611, -0.613, 0.360], [2.558, -0.959, 1.394]],
  "e_above_lowest_kcal_mol": 161.5,
  "homo_ev": -9.13,
  "e_tot_ev": -6312.1980,
  "orbital_gap_ev": 9.02
}


{
  "formula": "C6H6",
  "method": "wB97M-V/def2-TZVPD",
  "elements": ["C", "C", "C", "C", "C", "C", "H", "H", "H", "H", "H", "H"],
  "xyz": [[0.242, -1.011, 0.324], [-1.037, -1.093, -0.427], [1.291, -0.004, -0.244], [-0.614, -0.019, 0.774], [-1.105, 0.209, -0.812], [0.146, 0.911, -0.295], [0.531, -1.819, 1.054], [2.095, 0.223, 0.407], [1.538, -0.281, -1.206], [-1.104, 0.120, 1.678], [-1.956, 0.828, -0.906], [-0.027, 1.936, -0.348]],
  "e_above_lowest_kcal_mol": 142.4,
  "homo_ev": -7.83,
  "e_tot_ev": -6313.0272,
  "orbital_gap_ev": 8.82
}